[1]
The following is a DFT calculation (ωB97M-V/def2-TZVPD) of a molecular structure, C12H45AsF6O10 in a non-equilibrium geometry.

Each line ends with the Mulliken charge.
Positions of all 74 atoms, in Å:
O  -1.3552  7.9682  -0.0277  -0.3897
H  -2.0060  7.3837  -0.4235  0.4606
H  -0.8274  7.5178  0.6357  0.4549
H  -0.7721  8.2488  -0.7369  0.4625
As  1.0157  1.1228  -2.1904  2.0038
F  0.4096  1.4297  -3.8837  -0.5189
F  2.6362  1.4996  -2.8524  -0.4921
F  1.6728  0.7115  -0.4962  -0.5379
F  -0.6799  0.8445  -1.5421  -0.5231
F  1.2124  -0.5227  -2.6824  -0.4461
F  0.7325  2.7968  -1.7250  -0.4875
O  1.1339  5.8915  -6.5742  -0.6551
H  0.6411  5.1357  -6.2546  0.3339
H  1.9164  5.9181  -6.0235  0.3217
O  -3.8583  5.2398  -2.9038  -0.6597
H  -4.4004  5.8617  -3.3893  0.3274
H  -3.3245  4.8126  -3.5737  0.3384
O  -5.7749  2.5802  1.3082  -0.6492
H  -5.1649  2.6567  0.5745  0.3214
H  -5.3468  1.9755  1.9143  0.3279
O  0.6790  5.9084  3.7646  -0.6466
H  0.5066  5.4269  4.5737  0.3235
H  1.6195  5.8053  3.6196  0.3288
O  6.1340  5.4254  -5.0842  -0.6447
H  5.8302  4.5312  -4.9282  0.3304
H  7.0889  5.3604  -5.0691  0.3146
C  7.0071  -5.2978  0.4552  -1.1687
C  5.8643  -5.3314  1.5128  0.3957
C  4.4813  -5.7269  1.0104  -1.1545
O  6.2248  -6.0883  2.6019  -0.5437
H  7.9078  -5.2557  1.0676  0.2918
H  6.8963  -4.5781  -0.3558  0.3409
H  6.9077  -6.2540  -0.0585  0.2870
H  5.6320  -4.3072  1.8045  0.2668
H  3.9577  -6.2775  1.7920  0.3402
H  4.4220  -6.4331  0.1822  0.2648
H  3.8444  -4.8838  0.7427  0.3180
H  5.9159  -5.5185  3.3101  0.3617
C  -9.9396  -2.4476  -5.0939  -1.3204
C  -8.8227  -2.0240  -4.1603  0.5528
C  -7.4436  -2.5594  -4.7041  -1.2984
O  -8.9065  -0.6001  -4.1862  -0.5417
H  -10.0299  -3.5262  -5.2228  0.3757
H  -9.6738  -2.2285  -6.1280  0.3294
H  -10.8987  -1.9709  -4.8913  0.3160
H  -9.0129  -2.2717  -3.1160  0.1856
H  -7.0858  -2.1622  -5.6540  0.3765
H  -7.4526  -3.6463  -4.7852  0.3456
H  -6.6350  -2.2715  -4.0322  0.3769
H  -8.0150  -0.2853  -4.0199  0.3019
C  -5.4447  -4.5143  3.8174  -1.1316
C  -4.1091  -3.8886  4.1446  0.3148
C  -2.9369  -4.7489  3.6344  -1.2349
O  -4.0564  -2.6777  3.5183  -0.5395
H  -5.4625  -4.6605  2.7374  0.3002
H  -6.2761  -3.9931  4.2920  0.3050
H  -5.4202  -5.5044  4.2726  0.3323
H  -4.0515  -3.8028  5.2296  0.2937
H  -2.8151  -4.7981  2.5524  0.3444
H  -3.0371  -5.7630  4.0213  0.3176
H  -1.9301  -4.4656  3.9413  0.3450
H  -3.9067  -2.8315  2.5826  0.3532
C  7.3953  2.2596  2.2704  -1.3271
C  6.8501  2.3519  3.6549  0.6452
C  7.4570  3.4205  4.5676  -1.3217
O  5.4926  2.8010  3.5080  -0.5632
H  7.1426  3.0994  1.6232  0.3232
H  7.0131  1.3604  1.7872  0.3760
H  8.4814  2.1692  2.2863  0.3256
H  6.7990  1.3010  3.9399  0.1918
H  7.5629  4.4311  4.1730  0.3213
H  8.4344  3.1014  4.9293  0.3746
H  6.9337  3.5415  5.5161  0.3519
H  5.0208  2.2278  2.8993  0.3028

Computed properties:
Relative energy (zero: lowest compared OMol25 entry of this formula, charge and spin) (eV): 5.233
E (eV): -110789.49542
Net charge: 0
Max |F| (eV/A): 3.43

=====

[2]
The following is a DFT calculation (ωB97M-V/def2-TZVPD) of a molecular structure, C12H45BF4N3O9 in a non-equilibrium geometry.

Each line ends with the Mulliken charge.
Positions of all 74 atoms, in Å:
B  -6.5416  -16.1466  1.7393  0.7988
F  -6.6183  -16.8036  0.5254  -0.5960
F  -6.1926  -14.8395  1.3965  0.1216
F  -7.7617  -16.1548  2.3952  -0.9978
F  -5.6995  -16.7521  2.5504  -0.1999
C  -6.3896  -12.4333  0.9160  -1.4016
C  -7.3280  -12.6481  2.1274  0.7086
C  -8.3915  -11.5839  2.3313  -1.0300
O  -9.1286  -11.8451  3.5563  -0.2292
C  -10.2884  -11.0866  3.7919  -0.8689
N  -7.9551  -13.9531  1.8449  -0.6663
H  -5.6549  -11.6662  1.1608  0.3094
H  -7.0463  -12.0618  0.1294  0.4454
H  -5.9553  -13.3162  0.4468  0.2070
H  -6.7073  -12.7523  3.0174  0.1572
H  -9.1193  -11.6989  1.5281  0.3763
H  -7.9324  -10.6167  2.5358  0.3907
H  -10.9286  -11.0373  2.9112  0.3226
H  -10.0992  -10.0200  3.9130  0.3326
H  -10.8998  -11.2613  4.6772  0.2760
H  -8.4863  -13.9390  0.9860  0.2824
H  -7.2871  -14.7024  1.7338  0.6794
C  -3.2959  -20.3575  2.0129  -1.8576
C  -4.6344  -20.1559  2.7180  0.1699
C  -4.7753  -19.6825  4.1509  -0.3839
O  -4.6846  -20.8106  5.0137  -0.5243
C  -4.8114  -20.4194  6.3737  -0.5193
N  -5.2811  -19.1946  1.8734  -0.2684
H  -2.8862  -21.3157  2.3325  0.4698
H  -2.5212  -19.6277  2.2480  0.2932
H  -3.3814  -20.3624  0.9263  0.4106
H  -5.2633  -21.0424  2.6360  0.5729
H  -5.7686  -19.2388  4.2194  0.5339
H  -4.0263  -18.8992  4.2668  0.7406
H  -5.8263  -20.0871  6.5922  0.0268
H  -4.2128  -19.5491  6.6425  0.2346
H  -4.6376  -21.2824  7.0165  0.3867
H  -6.2758  -19.3689  1.8887  0.4158
H  -5.3746  -18.3954  2.4839  -0.7603
C  -4.9720  -17.0768  4.7884  -1.0887
C  -6.4637  -16.8049  4.9383  2.2292
C  -7.0375  -16.9401  6.4048  -1.6460
O  -6.8747  -18.2800  6.8643  -0.2148
C  -7.7508  -18.6665  7.9375  -0.8843
N  -6.6923  -15.4600  4.4366  -0.6556
H  -4.6845  -18.1108  4.9787  0.1885
H  -4.3173  -16.2857  5.1540  0.2546
H  -4.6806  -17.0323  3.7391  -0.0338
H  -6.8494  -17.4553  4.1534  0.3399
H  -8.0914  -16.6636  6.4332  0.4468
H  -6.4368  -16.2917  7.0427  0.2713
H  -7.4882  -18.3354  8.9422  0.2934
H  -7.5503  -19.7337  7.8433  0.2506
H  -8.8349  -18.5942  7.8507  0.3558
H  -5.8202  -14.9509  4.4147  0.6196
H  -6.9510  -15.5733  3.4669  -0.3454
O  -8.1742  -16.6107  -0.3770  -0.9430
H  -8.5046  -17.4494  -0.0552  0.2583
H  -7.3683  -16.4642  0.1183  0.6627
O  -4.1080  -16.9627  0.6457  -0.6389
H  -4.9557  -17.0378  1.0838  0.3096
H  -4.0021  -17.7942  0.1835  0.1848
O  -7.2742  -18.3363  3.1333  -0.6808
H  -7.0583  -17.4045  3.0969  -0.6573
H  -7.2422  -18.6259  2.2215  0.3663
O  -4.7816  -15.0567  3.4153  -0.7748
H  -4.7493  -14.2146  2.9614  0.3963
H  -5.1097  -15.6709  2.7586  0.0573
O  -9.6721  -16.0307  2.8290  -0.7981
H  -10.1127  -16.8303  2.5412  0.2399
H  -8.7397  -16.2182  2.7205  1.2821
O  -3.9146  -14.9481  0.1710  -0.8142
H  -3.4807  -15.7124  0.5501  0.4086
H  -4.7863  -15.2617  -0.0696  0.4014

Computed properties:
Relative energy (zero: lowest compared OMol25 entry of this formula, charge and spin) (eV): 27.408
E (eV): -47599.46489
Net charge: -1
Max |F| (eV/A): 19.23

=====

Look up the net charge of the first one. 0